No. 1
Density functional theory data (ωB97M-V/def2-TZVPD) for a structure of composition C20H50NO2P2Si4Zn.

Last column: Löwdin charge in e.
Positions of all 80 atoms, in Å:
Zn  -1.97  -0.20  -1.92  0.43
P  -1.41  1.55  -3.16  0.79
C  -2.08  0.93  -4.79  -0.24
C  -2.76  -0.42  -4.69  -0.33
N  -2.75  -1.10  -3.52  -0.07
C  -3.35  -2.30  -3.39  -0.33
C  -3.97  -2.91  -4.48  -0.02
C  -3.98  -2.22  -5.69  -0.06
C  -3.38  -0.97  -5.81  -0.02
C  -3.34  -2.99  -2.03  -0.27
P  -2.67  -1.93  -0.67  0.79
H  -3.37  -0.39  -6.74  0.13
H  -4.43  -3.90  -4.33  0.13
H  -4.47  -2.67  -6.55  0.11
H  -4.35  -3.30  -1.73  0.10
H  -2.72  -3.90  -2.05  0.10
H  -2.71  1.67  -5.10  0.05
H  -1.19  0.88  -5.44  0.11
H  -4.10  2.06  0.45  0.03
O  -4.21  1.58  -0.33  -0.07
H  -5.12  1.75  -0.63  0.08
H  0.44  -1.50  2.28  -0.06
O  0.22  -0.90  1.61  -0.18
H  -0.65  -0.48  1.82  0.07
C  -4.14  -1.49  0.29  -0.24
H  -5.01  -2.03  -0.11  0.05
H  -3.98  -1.78  1.34  0.05
H  -4.32  -0.41  0.23  0.00
C  -1.70  -3.06  0.37  -0.26
H  -1.93  -2.88  1.43  0.04
H  -1.94  -4.11  0.12  0.06
H  -0.63  -2.88  0.20  0.03
C  0.28  2.15  -3.51  -0.24
H  0.24  3.20  -3.85  0.06
H  0.91  2.08  -2.61  0.01
H  0.71  1.52  -4.30  0.06
C  -2.43  2.98  -2.70  -0.24
H  -1.77  3.81  -2.37  0.06
H  -3.03  3.29  -3.57  0.05
H  -3.10  2.70  -1.86  0.01
C  2.54  -0.33  -1.32  -0.21
Si  3.00  0.92  0.01  0.33
C  4.80  0.79  0.53  -0.23
C  2.49  2.67  -0.44  -0.24
Si  2.02  0.39  2.04  0.57
Si  2.75  -1.75  2.89  0.38
C  4.21  -0.85  3.65  -0.24
C  1.78  -2.67  4.21  -0.20
C  3.14  -2.89  1.47  -0.21
Si  1.31  2.07  3.50  0.34
C  2.93  2.48  4.37  -0.25
C  0.64  3.55  2.55  -0.23
C  0.02  1.44  4.72  -0.22
H  3.05  -0.02  -2.25  0.03
H  1.45  -0.35  -1.49  0.00
H  2.87  -1.35  -1.06  0.01
H  5.38  1.24  -0.29  0.03
H  5.01  1.36  1.45  0.03
H  5.12  -0.25  0.67  0.02
H  1.40  2.78  -0.52  0.01
H  2.86  3.39  0.30  0.03
H  2.95  2.90  -1.41  0.03
H  3.94  0.14  4.06  0.00
H  4.46  -1.56  4.45  0.03
H  4.98  -0.77  2.87  0.03
H  1.38  -3.62  3.83  0.03
H  2.54  -2.90  4.98  0.03
H  0.97  -2.11  4.69  0.03
H  2.25  -3.40  1.07  0.03
H  3.66  -2.38  0.64  0.01
H  3.81  -3.63  1.92  0.04
H  3.79  2.44  3.69  0.02
H  2.83  3.50  4.75  0.03
H  3.10  1.79  5.21  0.03
H  -0.12  3.24  1.81  0.02
H  0.15  4.22  3.27  0.03
H  1.43  4.10  2.03  0.02
H  -0.68  0.72  4.27  0.01
H  0.50  0.98  5.59  0.03
H  -0.57  2.31  5.07  0.03

Calculated values
Total charge = +1
HOMO (spin up / spin down) = -7.133 / -6.694 eV
2S+1 = 1
LUMO energy (spin up / spin down) = -0.097 / -0.093 hartree
HOMO-LUMO gap (spin up / spin down) = 4.493 / 4.160 eV



No. 2
Density functional theory data (ωB97M-V/def2-TZVPD) for a cluster of 2 separate species, CF4N2 in total.

Last column: Löwdin charge in e.
Positions of all 7 atoms, in Å:
C  -0.65  -0.57  0.11  -0.19
N  -1.15  0.48  -0.21  0.10
N  1.61  0.15  0.49  0.02
F  -0.75  -1.79  0.53  0.16
F  -2.54  0.70  -0.48  -0.08
F  2.00  -0.37  -0.66  -0.02
F  1.47  1.41  0.24  0.01

Calculated values
HOMO (spin up / spin down) = -10.145 / -10.903 eV
2S+1 = 1
LUMO energy (spin up / spin down) = -0.032 / -0.053 hartree
HOMO-LUMO gap (spin up / spin down) = 9.267 / 9.455 eV



No. 3
Density functional theory data (ωB97M-V/def2-TZVPD) for a structure of composition C11H21BeBrN8OSbSe4.

Last column: Löwdin charge in e.
Positions of all 48 atoms, in Å:
Be  -0.94  0.17  -0.44  -0.03
C  1.22  0.42  3.63  -0.01
N  0.29  -0.62  3.14  -0.13
C  0.15  -1.82  3.91  -0.06
C  -0.39  -0.58  1.96  -0.33
N  -0.09  0.18  0.93  0.15
N  -1.50  -1.43  1.91  0.18
C  -2.29  -1.60  0.79  -0.44
N  -3.08  -2.66  0.72  0.18
N  -2.32  -0.68  -0.12  0.15
H  2.09  -0.06  4.13  0.11
H  0.75  1.02  4.43  0.09
H  1.49  1.07  2.79  0.06
H  0.97  -1.92  4.60  0.09
H  0.13  -2.68  3.21  0.10
H  -0.75  -1.82  4.53  0.09
H  0.74  0.75  1.05  0.01
H  -1.61  -2.18  2.59  0.13
H  -2.91  -3.41  1.41  0.13
H  -3.26  -2.91  -0.25  0.13
H  -3.14  -0.69  -0.71  0.10
Br  -0.79  3.29  0.99  0.82
C  -1.23  3.01  -0.84  -0.66
C  -1.52  4.12  -1.62  -0.09
C  -2.50  3.92  -2.60  -0.04
C  -3.00  2.64  -2.87  -0.05
C  -2.45  1.56  -2.20  -0.06
N  -1.45  1.74  -1.24  0.03
H  -1.08  5.11  -1.36  0.13
H  -2.84  4.78  -3.20  0.12
H  -3.88  2.50  -3.45  0.10
H  -2.59  0.51  -2.45  0.11
Se  6.73  0.84  1.58  -0.41
Sb  4.82  0.46  0.01  -0.53
Se  3.23  2.22  -0.13  -0.35
Se  5.55  -0.21  -2.30  -0.41
Se  3.38  -1.42  0.83  -0.36
C  1.09  -2.89  -1.73  -0.09
N  1.53  -1.69  -2.48  0.05
C  0.99  -0.47  -2.20  -0.50
N  1.56  0.68  -2.68  0.18
O  -0.19  -0.43  -1.74  -0.04
H  1.36  -3.82  -2.26  0.08
H  0.03  -2.73  -1.63  0.05
H  1.53  -2.95  -0.70  0.00
H  2.54  -1.60  -2.71  0.12
H  2.57  0.77  -2.83  0.04
H  1.03  1.54  -2.39  0.09

Calculated values
Total charge = -1
HOMO = -2.152 eV
2S+1 = 1
LUMO energy = 0.022 hartree
HOMO-LUMO gap = 2.761 eV



No. 4
Density functional theory data (ωB97M-V/def2-TZVPD) for a structure of composition C35H33ClN4RhS2Si2.

Last column: Mulliken spin population.
Positions of all 78 atoms, in Å:
C  -1.24  -0.55  5.45  0.02
C  -2.01  -0.07  4.37  0.27
C  -1.75  -0.89  3.22  -0.10
H  -2.77  0.70  4.42  0.00
C  -0.73  -1.87  3.61  0.08
C  -0.45  -1.63  5.00  0.28
H  0.16  -2.28  5.63  0.00
H  -1.34  -0.22  6.48  0.00
H  -2.37  -0.98  2.33  -0.01
H  -0.44  -2.73  3.01  0.03
Rh  0.20  -0.01  2.89  2.10
Si  1.15  0.04  -3.11  0.00
C  1.01  1.60  -4.12  0.00
C  2.02  1.97  -5.04  0.00
H  2.98  1.45  -5.07  0.00
C  1.77  3.00  -5.97  0.00
H  2.51  3.24  -6.74  0.00
C  0.56  3.71  -5.93  0.00
H  0.36  4.50  -6.66  0.00
C  -0.38  3.42  -4.92  0.00
H  -1.27  4.05  -4.82  0.00
C  -0.18  2.34  -4.06  0.00
H  -0.97  2.08  -3.34  0.00
C  1.25  -1.36  -4.32  0.00
C  0.47  -1.29  -5.48  0.00
H  0.05  -0.34  -5.81  0.00
C  0.27  -2.44  -6.26  0.00
H  -0.45  -2.43  -7.08  0.00
C  1.01  -3.60  -5.99  0.00
H  0.84  -4.51  -6.58  0.00
C  1.95  -3.60  -4.95  0.00
H  2.56  -4.49  -4.78  0.00
C  2.11  -2.46  -4.13  0.00
H  2.90  -2.41  -3.38  0.00
H  -0.10  -0.16  -2.39  0.01
Si  0.13  -0.04  0.64  0.02
C  -0.67  -1.58  -0.12  -0.02
C  -1.82  -1.54  -0.93  0.02
H  -2.24  -0.58  -1.25  0.00
C  -2.45  -2.72  -1.34  0.00
H  -3.33  -2.68  -1.98  0.00
C  -1.96  -3.96  -0.93  0.01
H  -2.49  -4.89  -1.17  0.00
C  -0.79  -4.01  -0.15  -0.01
H  -0.38  -4.98  0.15  0.00
C  -0.16  -2.83  0.24  0.02
H  0.76  -2.90  0.84  0.01
C  -0.95  1.46  0.11  0.01
C  -2.26  1.57  0.59  0.02
H  -2.69  0.78  1.22  -0.01
C  -3.06  2.66  0.21  -0.01
H  -4.07  2.73  0.60  0.00
C  -2.57  3.62  -0.68  0.02
H  -3.20  4.46  -1.00  0.00
C  -1.27  3.50  -1.17  0.00
H  -0.90  4.22  -1.90  0.00
C  -0.46  2.43  -0.77  0.02
H  0.55  2.32  -1.18  0.01
H  2.22  0.09  -2.08  0.00
Cl  2.24  0.06  0.51  0.06
N  -1.54  2.89  3.70  0.11
C  -0.47  2.63  4.47  0.00
N  0.43  1.68  4.26  0.03
C  1.30  1.52  5.35  0.09
C  1.02  2.40  6.40  0.33
S  -0.28  3.46  6.01  0.08
C  2.12  0.34  5.28  0.02
C  2.89  -0.31  6.24  0.30
S  3.44  -1.86  5.69  0.06
C  2.57  -1.59  4.19  0.05
N  1.93  -0.43  4.13  0.01
N  2.52  -2.57  3.27  0.07
H  -2.12  3.68  3.95  -0.01
H  -1.66  2.48  2.78  0.00
H  1.53  2.37  7.36  0.01
H  3.06  0.09  7.24  0.01
H  3.08  -3.39  3.45  0.00
H  2.31  -2.34  2.31  0.01

Calculated values
Total charge = +1
HOMO (spin up / spin down) = -7.726 / -10.013 eV
2S+1 = 5
LUMO energy (spin up / spin down) = -0.149 / -0.249 hartree
HOMO-LUMO gap (spin up / spin down) = 3.684 / 3.231 eV



Asked for energy across the records above, the calculation gives -125636.0142 -14877.3600 -364087.9112 -95738.4827 eV in order.
Asked for energy relative to the best compared isomer or geometry (same formula, charge and spin) across the records above, the calculation gives 5.8400 3.8187 0.0000 0.0000 eV in order.